Density functional theory data (ωB97M-V/def2-TZVPD) for a molecular structure, C31H71O18Sn in a non-equilibrium geometry.

Geometry as XYZ:
```
121
C31H71O18Sn, DFT ωB97M-V/def2-TZVPD
Sn 0.60572 -4.85195 -4.63704
O -2.38125 -2.64959 1.92264
C -1.97636 -2.85307 0.68796
O -0.97095 -2.16750 0.38269
O -2.44200 -3.68194 -0.13078
H -1.73663 -1.97494 2.14828
C -8.76631 -1.64823 -4.10554
O -9.50806 -0.90543 -3.15787
C -8.69720 0.02169 -2.29302
C -9.66448 1.03960 -1.67461
O -10.42868 1.71801 -2.65137
C -11.55351 2.38421 -2.10196
C -12.26254 3.30580 -3.15042
O -11.40796 4.42117 -3.44261
C -11.66958 5.31761 -4.52633
H -9.43459 -2.44499 -4.43216
H -8.01545 -2.29230 -3.64784
H -8.34363 -1.00294 -4.87563
H -7.99392 0.48557 -2.98463
H -8.11359 -0.44271 -1.49814
H -9.09374 1.68940 -1.01120
H -10.26412 0.41130 -1.01599
H -11.20291 2.87623 -1.19471
H -12.25366 1.62923 -1.74433
H -13.19014 3.70144 -2.73673
H -12.44637 2.79761 -4.09702
H -12.23843 6.19295 -4.21284
H -12.27667 4.83922 -5.29489
H -10.76012 5.70180 -4.98827
C -1.56127 -9.39533 3.42946
O -0.31738 -9.50877 4.18966
C -0.08527 -8.23692 4.86812
C 1.07999 -8.48605 5.88403
O 2.36434 -8.49002 5.25539
C 3.40496 -8.86834 6.20824
C 3.93973 -7.65184 6.99134
O 4.48496 -6.56884 6.16874
C 5.82298 -6.82555 5.75108
H -1.66833 -8.67896 2.61492
H -2.41595 -9.28888 4.09750
H -1.73847 -10.32883 2.89536
H -1.00465 -7.90380 5.34965
H 0.17642 -7.41021 4.20769
H 0.96500 -9.51239 6.23262
H 1.02279 -7.78361 6.71554
H 4.24533 -9.29258 5.65879
H 3.09784 -9.64056 6.91356
H 4.67215 -8.00738 7.71609
H 3.15668 -7.26764 7.64503
H 6.42204 -7.14734 6.60294
H 6.41157 -5.99066 5.37081
H 5.87001 -7.54490 4.93352
C -0.28453 4.92507 1.21040
O -0.17207 6.12704 0.49924
C 0.30271 7.21576 1.32509
C 0.73818 8.47395 0.48144
O 1.89482 8.39465 -0.34087
C 1.80148 7.36958 -1.30792
C 2.96289 7.42538 -2.30789
O 3.05236 8.57535 -3.17903
C 3.85819 8.52554 -4.36822
H 0.73725 4.65108 1.47303
H -0.69271 4.23003 0.47663
H -0.89681 4.96647 2.11123
H 1.26970 6.92115 1.73281
H -0.30158 7.44052 2.20395
H 0.94335 9.25043 1.21840
H -0.10874 8.84975 -0.09266
H 0.89000 7.39494 -1.90514
H 1.78618 6.37685 -0.85807
H 2.72803 6.56769 -2.93822
H 3.93013 7.30924 -1.81893
H 4.00245 9.59493 -4.52226
H 3.22691 8.08988 -5.14267
H 4.77794 7.97055 -4.18343
C 0.61027 0.31053 -5.24764
O 1.30670 -0.57128 -6.10324
C 2.11577 0.14504 -7.05162
C 2.82493 -0.86961 -7.91951
O 3.56489 -1.78249 -7.09139
C 4.55658 -2.39461 -7.92069
C 5.28432 -3.56541 -7.18795
O 4.41004 -4.60665 -6.75118
C 5.15159 -5.69952 -6.22352
H 1.29821 0.83947 -4.58805
H -0.11816 -0.18424 -4.60524
H 0.10157 1.03924 -5.87877
H 2.78060 0.84430 -6.54455
H 1.41248 0.65384 -7.71087
H 3.32746 -0.38273 -8.75528
H 2.17048 -1.49996 -8.52155
H 5.28653 -1.60674 -8.10654
H 4.15041 -2.81620 -8.84013
H 5.82752 -3.21125 -6.31182
H 6.01847 -3.92297 -7.90994
H 4.48458 -6.53936 -6.02893
H 5.59553 -5.45473 -5.25859
H 5.97522 -5.95253 -6.89114
C 0.61034 -0.47325 6.83526
O 1.42411 0.36478 6.11560
C 2.79798 -0.10854 5.97750
C 3.59985 0.77052 5.05588
O 3.94660 2.05200 5.63939
C 4.83745 2.84111 4.82693
C 5.28674 4.02971 5.59566
O 6.14636 4.88007 4.80418
C 5.61309 5.62511 3.70825
H 0.49612 -0.17036 7.87608
H 0.87746 -1.52090 6.97376
H -0.38600 -0.60571 6.41352
H 2.76187 -1.14947 5.65615
H 3.28539 -0.09941 6.95241
H 3.11098 0.84320 4.08438
H 4.50993 0.25692 4.74590
H 4.32096 3.13133 3.91200
H 5.68608 2.21626 4.54856
H 5.71854 3.74534 6.55523
H 4.49087 4.71272 5.89267
H 6.35363 6.19977 3.15196
H 4.89122 6.31874 4.13938
H 5.18003 4.93426 2.98485
```

## Properties
* total charge: +1
* total energy: -75958.947 eV
* HOMO level: -10.51 eV
* gap between HOMO and LUMO: 1.89 eV
* maximum force: 2.72 eV Å⁻¹

***

Density functional theory data (ωB97M-V/def2-TZVPD) for a molecular structure, C14H14Cl3NOPdSSi.

Geometry as XYZ:
```
36
C14H14Cl3NOPdSSi, DFT ωB97M-V/def2-TZVPD
Pd 0.06614 0.77700 -0.57284
Cl 2.05008 -5.46923 -3.76214
C 1.90528 -4.00038 -2.84252
C 0.73504 -3.27153 -2.89656
C 0.65138 -2.10891 -2.15203
Cl -0.84245 -1.20206 -2.18928
C 1.68454 -1.61136 -1.34586
O 1.63279 -0.49492 -0.67749
C 2.84887 -2.41052 -1.32744
Cl 4.17784 -1.88576 -0.35009
C 2.96605 -3.57519 -2.05697
H -0.09875 -3.59857 -3.50088
H 3.88188 -4.14685 -2.01356
C -4.18861 3.66765 1.91737
Si -2.56560 4.22049 2.65146
C -1.84181 5.65457 1.70399
C -2.80203 4.68725 4.44607
C -1.34246 2.77652 2.59939
C -0.79828 2.19885 3.74397
C 0.07878 1.11653 3.68923
C 0.43633 0.61643 2.45506
N -0.06095 1.18241 1.35827
C -0.93091 2.19912 1.39853
S -1.38100 2.51006 -0.27537
H -4.92421 4.47280 1.98269
H -4.58621 2.80466 2.45538
H -4.08258 3.38933 0.86808
H -2.50370 6.52148 1.76650
H -1.70294 5.41148 0.64943
H -0.87094 5.94240 2.11230
H -3.50108 5.52403 4.51198
H -1.86845 5.00397 4.91582
H -3.21996 3.86631 5.03255
H -1.06807 2.59462 4.71617
H 0.48336 0.67491 4.58810
H 1.12044 -0.20865 2.31208
```

## Properties
* total energy: -78044.076 eV
* HOMO level: -7.92 eV
* gap between HOMO and LUMO: 6.80 eV
* maximum force: 0.85 eV Å⁻¹
* energy above the lowest of the compared OMol25 structures with the same formula, charge and spin: 0.0 kcal per mole

***

Please write out number 2 again, unchanged.
Density functional theory data (ωB97M-V/def2-TZVPD) for a molecular structure, C14H14Cl3NOPdSSi.

Geometry as XYZ:
```
36
C14H14Cl3NOPdSSi, DFT ωB97M-V/def2-TZVPD
Pd 0.06614 0.77700 -0.57284
Cl 2.05008 -5.46923 -3.76214
C 1.90528 -4.00038 -2.84252
C 0.73504 -3.27153 -2.89656
C 0.65138 -2.10891 -2.15203
Cl -0.84245 -1.20206 -2.18928
C 1.68454 -1.61136 -1.34586
O 1.63279 -0.49492 -0.67749
C 2.84887 -2.41052 -1.32744
Cl 4.17784 -1.88576 -0.35009
C 2.96605 -3.57519 -2.05697
H -0.09875 -3.59857 -3.50088
H 3.88188 -4.14685 -2.01356
C -4.18861 3.66765 1.91737
Si -2.56560 4.22049 2.65146
C -1.84181 5.65457 1.70399
C -2.80203 4.68725 4.44607
C -1.34246 2.77652 2.59939
C -0.79828 2.19885 3.74397
C 0.07878 1.11653 3.68923
C 0.43633 0.61643 2.45506
N -0.06095 1.18241 1.35827
C -0.93091 2.19912 1.39853
S -1.38100 2.51006 -0.27537
H -4.92421 4.47280 1.98269
H -4.58621 2.80466 2.45538
H -4.08258 3.38933 0.86808
H -2.50370 6.52148 1.76650
H -1.70294 5.41148 0.64943
H -0.87094 5.94240 2.11230
H -3.50108 5.52403 4.51198
H -1.86845 5.00397 4.91582
H -3.21996 3.86631 5.03255
H -1.06807 2.59462 4.71617
H 0.48336 0.67491 4.58810
H 1.12044 -0.20865 2.31208
```

## Properties
* total energy: -78044.076 eV
* HOMO level: -7.92 eV
* gap between HOMO and LUMO: 6.80 eV
* maximum force: 0.85 eV Å⁻¹
* energy above the lowest of the compared OMol25 structures with the same formula, charge and spin: 0.0 kcal per mole